Density functional theory data (wB97M-V/def2-TZVPD) for 2 unconnected molecules or ions with the total composition C2H7ClNS.

Geometry as XYZ:
```
12
Properties=species:S:1:pos:R:3:nbo_charge:R:1
C -0.54916 -0.53960 -0.06199 0.298
C -1.98615 -0.87147 -0.33317 -0.477
N -0.26008 0.73124 0.26104 -0.623
S 2.87337 0.72197 -0.05089 -0.378
Cl -3.12734 0.50111 -0.20504 0.033
H 0.08449 -1.38831 -0.15072 0.252
H -1.79071 -1.13821 -1.36244 0.275
H -2.40858 -1.73956 0.18809 0.293
H -1.10413 1.26703 0.51425 0.446
H 3.93208 -0.22949 0.26650 0.229
H 0.72148 1.11677 0.24223 0.460
H 3.61472 1.56853 0.69214 0.192
```

Results
Molar mass (g/mol): 112.605
HOMO-LUMO gap (eV): 8.64
HOMO energy (eV): -13.93
LUMO (eV): -5.3
Net charge: +1
Spin multiplicity: 1